ORCA calculation (ωB97M-V/def2-TZVPD) on a cluster of 7 separate species, C38H43N6O4 in total at a distorted geometry.

Positions of all 91 atoms, in Å:
1 C 1.959067 -0.155433 -1.420605
2 C 0.781537 0.455237 -2.293622
3 N -0.347061 0.758921 -1.369532
4 C -1.388246 -0.098532 -1.121849
5 C -2.303538 0.637449 -0.290687
6 N -1.813409 1.928629 -0.086017
7 C -0.555697 1.929512 -0.762879
8 C -2.305013 3.010950 0.672133
9 H 1.590442 -1.120366 -1.071021
10 H 2.408060 0.570416 -0.770338
11 H 2.589742 -0.435193 -2.107710
12 H 0.643183 -0.293389 -2.999326
13 H 1.056156 1.188136 -3.048793
14 H -1.457374 -1.055318 -1.358592
15 H -3.195850 0.411387 0.099669
16 H 0.022965 2.850264 -0.953536
17 H -3.015970 3.768044 0.170022
18 H -1.383968 3.553553 1.348879
19 H -2.853736 2.523930 1.657620
20 N 1.395601 -4.783457 2.924092
21 C 2.302061 -5.040394 1.965211
22 C 2.742090 -3.961936 1.262524
23 C 2.306019 -2.643610 1.439958
24 C 1.312798 -2.406922 2.457315
25 C 0.803732 -3.583936 3.130498
26 H 2.704092 -5.984516 1.904022
27 H 3.284724 -4.277139 0.334480
28 H 2.808836 -1.830663 1.009371
29 H 1.024217 -1.526022 2.812485
30 H 0.144646 -3.388706 3.900721
31 N -5.662531 -2.741438 -0.642979
32 C -6.628678 -3.133955 -1.506589
33 C -6.484319 -3.183046 -2.948506
34 C -5.328528 -2.689553 -3.514149
35 C -4.296780 -2.067556 -2.565664
36 C -4.508367 -2.162581 -1.205607
37 H -7.524179 -3.469492 -0.876110
38 H -7.168278 -3.520388 -3.765650
39 H -5.121953 -2.276383 -4.436115
40 H -3.560139 -1.581608 -2.892181
41 H -3.727421 -1.919411 -0.520792
42 N -2.055208 -0.357178 2.317849
43 C -1.800920 0.562948 3.201115
44 C -2.400189 0.696178 4.490955
45 C -3.470615 -0.145733 4.753785
46 C -3.777064 -1.159682 3.810967
47 C -3.053714 -1.174528 2.671999
48 H -1.003775 1.160687 3.008993
49 H -2.050724 1.498806 4.971384
50 H -3.859936 -0.197680 5.686265
51 H -4.469241 -1.999365 4.157086
52 H -3.193462 -1.937269 1.681330
53 N 1.847532 -2.129584 -4.500800
54 C 0.710197 -2.242361 -5.194500
55 C -0.255205 -3.335871 -4.837572
56 C 0.031203 -4.172759 -3.614592
57 C 1.210104 -3.929280 -2.977534
58 C 2.121838 -2.908184 -3.416248
59 H 0.689695 -1.423468 -6.018004
60 H -1.199140 -3.339748 -5.312643
61 H -0.776321 -4.941329 -3.455244
62 H 1.467738 -4.429868 -1.890233
63 H 2.887813 -2.859062 -2.818767
64 C -1.039449 7.231597 -0.737603
65 C -2.177187 7.816658 0.006490
66 C -2.318407 7.535031 1.359531
67 C -1.265201 6.819433 1.980187
68 C -0.257848 6.171854 1.258221
69 C -0.070322 6.370973 -0.107871
70 O 0.682040 5.533329 -0.698467
71 O -3.317007 8.015319 2.086186
72 H -1.047673 7.339109 -1.768917
73 H -2.843253 8.541154 -0.474146
74 H -1.048208 6.758816 3.154544
75 H 0.320893 5.412207 1.705575
76 H 1.483563 5.248622 -0.222937
77 H -3.423423 7.752375 3.066770
78 C 6.028098 0.541194 1.218499
79 C 6.676187 -0.643558 2.035610
80 C 6.780400 -1.810392 1.436367
81 C 6.345548 -2.048642 0.146455
82 C 5.667357 -1.034661 -0.593420
83 C 5.604000 0.298990 -0.144039
84 O 5.175500 1.292049 -1.001212
85 O 7.542203 -2.808642 2.043964
86 H 5.998974 1.660908 1.618958
87 H 7.048197 -0.493865 2.918171
88 H 6.414359 -3.046138 -0.287742
89 H 5.420680 -1.381814 -1.669565
90 H 4.902572 2.118397 -0.588901
91 H 7.867872 -2.681456 2.983550

Cartesian forces (eV/Å) of the 2 atoms listed first:
C -4.40 1.72 0.93
C 2.00 -0.04 2.24

Values from the calculation:
HOMO = -10.27 eV
Kohn-Sham gap = 7.58 eV
Energy relative to the best compared isomer or geometry (same formula, charge and spin) = 0.544 eV
Charge = +1

ORCA calculation (ωB97M-V/def2-TZVPD) on a cluster of 2 separate species, C4H6Cl2O in total at a distorted geometry.

Positions of all 13 atoms, in Å:
1 C 1.533736 2.271748 -1.403926
2 C -1.008052 0.178687 1.286603
3 C -0.867883 -0.880971 0.178881
4 C 0.436069 -0.990991 -0.448373
5 O 0.801754 1.460760 -0.946320
6 Cl 0.785676 -1.715646 -1.952775
7 Cl 1.831732 -0.996292 0.505689
8 H 2.370727 2.170882 -2.104641
9 H -2.087524 -0.029003 1.539484
10 H -0.693491 1.180587 0.945579
11 H -0.310632 -0.113353 2.093798
12 H -1.676990 -0.657319 -0.458900
13 H -1.115122 -1.879091 0.764900

Cartesian forces (eV/Å) of the 2 atoms listed first:
C -1.27 -0.15 1.00
C 0.29 -0.97 0.12

Values from the calculation:
HOMO (alpha / beta) = -8.46 / -7.48 eV
Kohn-Sham gap (alpha / beta) = 8.76 / 7.48 eV
Energy relative to the best compared isomer or geometry (same formula, charge and spin) = 4.051 eV

ORCA calculation (ωB97M-V/def2-TZVPD) on an isolated molecule of C18H29N5O at a distorted geometry.

Positions of all 53 atoms, in Å:
1 C 6.228403 0.968331 -0.363553
2 C 5.357512 0.192744 0.617122
3 C 3.944150 -0.016569 0.077891
4 C 3.068203 -0.788099 1.064124
5 H 3.542066 -1.747723 1.278442
6 C 1.663293 -1.055100 0.530835
7 N 0.886346 0.162270 0.501730
8 C -0.461681 0.176194 0.410797
9 N -1.070161 -1.010041 0.487185
10 C -2.399829 -1.071868 0.478488
11 N -2.976501 -2.290290 0.581683
12 H -3.978021 -2.332329 0.477209
13 C -2.262339 -3.529053 0.756980
14 H -2.849131 -4.151097 1.438724
15 C -2.016504 -4.299584 -0.555583
16 C -0.613326 -4.078835 -1.131836
17 O -0.381848 -2.774999 -1.582281
18 H -0.569338 -2.162406 -0.842398
19 H -0.473747 -4.726298 -2.002703
20 H 0.133068 -4.362328 -0.371231
21 H -2.757301 -3.991586 -1.295645
22 H -2.140196 -5.368232 -0.376456
23 H -1.308960 -3.293366 1.236016
24 C -3.195521 0.090813 0.379914
25 C -4.589977 -0.018994 0.379962
26 N -5.733882 -0.148986 0.382435
27 C -2.553167 1.337925 0.278683
28 C -1.173189 1.391362 0.278421
29 C -0.450032 2.714861 0.162103
30 N -1.273310 3.801963 -0.331791
31 C -1.422994 3.779563 -1.772932
32 H -2.099046 4.580234 -2.068032
33 H -0.449133 3.968232 -2.226132
34 H -1.807781 2.828681 -2.166398
35 C -2.534614 3.836994 0.381286
36 C -3.385119 2.581945 0.158422
37 H -3.838550 2.607980 -0.837764
38 H -4.205865 2.547854 0.878659
39 H -2.299863 3.936374 1.445237
40 H -3.086121 4.727349 0.070026
41 H -0.070392 3.009450 1.150894
42 H 0.408117 2.623652 -0.511939
43 H 1.382822 1.008923 0.283804
44 H 1.721730 -1.502239 -0.470561
45 H 1.137984 -1.756072 1.184245
46 H 2.995747 -0.235428 2.003532
47 H 3.995121 -0.567588 -0.863949
48 H 3.504063 0.960760 -0.135361
49 H 5.813658 -0.779091 0.817547
50 H 5.305738 0.734906 1.564233
51 H 6.305892 0.435526 -1.308732
52 H 5.803559 1.950735 -0.558949
53 H 7.229962 1.102570 0.037603

Cartesian forces (eV/Å) of the 2 atoms listed first:
C -0.03 -0.12 0.22
C -0.11 0.16 -0.30

Values from the calculation:
HOMO = -7.77 eV
Kohn-Sham gap = 8.37 eV
SMILES = CCCCCNc1nc(NCCCO)c(C#N)c2c1CN(C)CC2
Energy relative to the best compared isomer or geometry (same formula, charge and spin) = 0.011 eV

ORCA calculation (ωB97M-V/def2-TZVPD) on an isolated molecule of C2H6N4 at a distorted geometry.

Positions of all 12 atoms, in Å:
1 C 0.082613 -0.801800 -0.805768
2 C -0.110813 1.427203 0.497811
3 H -0.356044 -1.346941 1.987018
4 H 1.155664 -1.459765 1.315798
5 H 0.094509 -1.823560 -0.327615
6 H -0.075819 -1.095929 -2.480511
7 H 0.418649 1.812606 1.562700
8 H -1.012048 1.798666 -1.386420
9 N 0.306773 -0.639543 1.614761
10 N 0.064271 0.022852 0.341296
11 N -0.057388 -0.275112 -1.905416
12 N -0.510368 2.381322 -0.413652

Cartesian forces (eV/Å) of the 2 atoms listed first:
C -0.78 0.97 5.26
C 0.88 3.70 -1.62

Values from the calculation:
HOMO = -8.99 eV
Kohn-Sham gap = 9.43 eV
SMILES = [H]/N=C\N(N)/C=N/[H]
Energy relative to the best compared isomer or geometry (same formula, charge and spin) = 4.766 eV

ORCA calculation (ωB97M-V/def2-TZVPD) on a structure of composition C6H14ClKO7 at a distorted geometry.

Positions of all 29 atoms, in Å:
1 K -0.168240 -1.313603 -0.289979
2 C -2.556612 0.930979 -1.197005
3 O -2.162401 0.272850 0.009663
4 C -1.740014 1.159306 1.034466
5 C -1.309981 0.386868 2.269904
6 O -0.168935 -0.468924 2.113639
7 C 1.140859 0.047908 2.389743
8 C 1.881478 0.655634 1.210727
9 O 2.144601 -0.327730 0.221692
10 C 2.817379 0.180341 -0.933199
11 H -3.376446 1.624228 -0.996167
12 H -2.869255 0.158305 -1.892825
13 H -1.709015 1.476642 -1.621357
14 H -2.570814 1.813502 1.328748
15 H -0.937309 1.813664 0.667982
16 H -2.124996 -0.263949 2.586301
17 H -1.116591 1.096340 3.081531
18 H 1.714351 -0.794360 2.776538
19 H 1.069596 0.795744 3.186706
20 H 2.826080 1.064541 1.592004
21 H 1.325702 1.497355 0.775484
22 H 3.771355 0.628019 -0.645802
23 H 2.194933 0.929004 -1.431541
24 H 2.974100 -0.658670 -1.604366
25 O -1.405037 -2.734384 -3.743837
26 Cl -0.211186 -2.556675 -2.949357
27 O 0.960713 -3.063577 -3.626607
28 O -0.021804 -1.097062 -2.669451
29 O -0.372513 -3.252297 -1.643635

Cartesian forces (eV/Å) of the 2 atoms listed first:
K -0.06 -0.07 1.02
C 0.19 -0.02 0.38

Values from the calculation:
HOMO = -9.74 eV
Kohn-Sham gap = 9.66 eV
Energy relative to the best compared isomer or geometry (same formula, charge and spin) = 0.000 eV

ORCA calculation (ωB97M-V/def2-TZVPD) on a cluster of 2 separate species, C3HO3 in total at a distorted geometry.

Positions of all 7 atoms, in Å:
1 C 1.473670 0.306040 -0.131225
2 C -0.813467 -0.333776 -1.071775
3 C -1.452867 -0.045914 0.139392
4 O -2.007388 0.602396 0.987021
5 O -1.204332 -1.364357 -0.053475
6 O 2.005685 1.383742 -0.233778
7 H 1.998700 -0.548131 0.363841

Cartesian forces (eV/Å) of the 2 atoms listed first:
C -1.43 1.12 -0.89
C 1.77 0.62 -0.50

Values from the calculation:
HOMO (alpha / beta) = -2.45 / -2.96 eV
Kohn-Sham gap (alpha / beta) = 6.76 / 7.28 eV
Energy relative to the best compared isomer or geometry (same formula, charge and spin) = 5.120 eV
Charge = -1

Look up the energy relative to the best compared isomer or geometry (same formula, charge and spin) of the sixth one. 5.120 eV

Look up the energy relative to the best compared isomer or geometry (same formula, charge and spin) of the second one. 4.051 eV